1.
The following is a DFT calculation (ωB97M-V with the def2-TZVPD basis set) of a structure of composition C23H19N2O4SSeTc at a distorted geometry.

CARTESIAN COORDINATES (ANGSTROEM)
H1 -0.1499 -6.1746 0.6397
H2 -0.4584 5.5286 -4.2640
N1 0.6671 -1.0137 0.4620
H3 -2.2368 3.7615 5.2114
C1 0.3562 -3.0450 -0.5964
C2 0.4497 -2.9387 -2.9001
H4 0.7271 2.5489 -1.4486
C3 0.2570 4.1157 -2.8263
H5 3.8814 0.2584 -3.5269
H6 0.1526 -4.9590 2.7508
Tc1 0.9945 -0.3468 -1.3654
C4 0.1979 -4.4257 1.8145
C5 0.4318 -3.0511 1.8358
H7 -1.8881 2.4828 6.3745
H8 -0.1385 -6.1304 -1.9203
H9 -1.1433 1.1985 1.0802
C6 -1.3010 2.0396 4.3711
H10 -3.2343 2.3209 5.2358
H11 1.7765 0.6032 4.1252
O1 3.2846 -0.6734 -1.8119
C7 0.8020 0.9703 3.8436
H12 1.0755 4.7371 -2.4912
H13 0.2697 1.6726 5.7846
O2 1.6386 1.1160 0.2237
C8 0.0486 -5.0689 -1.8640
H14 0.5745 -2.5301 2.7688
C9 -1.6465 3.7439 -4.2423
O3 1.8752 0.2420 -3.1732
C10 -0.6019 4.5553 -3.8231
H15 -2.6512 2.2711 2.7194
C11 -0.0493 1.5663 4.7591
C12 -1.6867 1.9026 3.0370
N2 0.5031 -2.3106 -1.7346
H16 0.2241 -4.7757 -3.9743
C13 0.2352 -4.3155 -2.9996
C14 0.0282 -5.1109 0.6338
Se1 -1.2913 0.3886 -1.7943
C15 -0.8456 1.3095 2.1144
O4 2.6676 -0.3727 1.9341
C16 0.1219 -4.4399 -0.6051
C17 -2.2162 2.6823 5.3593
C18 -1.8436 2.5020 -3.6660
S1 1.4937 0.1488 1.3263
H17 -2.3138 4.0724 -5.0229
H18 -2.6491 1.8581 -3.9921
C19 -0.9836 2.0675 -2.6587
C20 0.0707 2.8758 -2.2430
C21 0.4947 -2.3444 0.6419
H19 0.5653 -2.3149 -3.7770
C22 3.0692 -0.0508 -2.8539
C23 0.3940 0.8512 2.5267

Forces on the atoms, in the same order (eV/Å):
H -0.016 -0.112 -0.004
H 0.008 0.096 -0.083
N 0.637 2.202 0.202
H 0.013 0.079 0.012
C -0.013 -0.310 1.185
C -0.043 0.210 -0.241
H 0.023 0.087 0.068
C 0.050 0.073 -0.066
H -0.085 -0.072 0.112
H -0.018 -0.067 0.077
Tc 0.192 0.720 -0.844
C -0.122 -0.557 -0.397
C 0.117 0.846 -0.758
H -0.042 0.025 0.112
H 0.017 -0.113 -0.044
H -0.081 0.053 -0.056
C 0.163 -0.137 -0.084
H -0.075 -0.035 0.033
H 0.099 -0.005 0.140
O -0.233 -0.403 1.154
C 0.227 -0.099 -0.003
H 0.013 0.058 -0.017
H 0.009 -0.015 0.109
O -0.146 0.000 -1.043
C 0.093 0.409 -0.041
H -0.011 0.056 0.142
C 0.003 0.027 0.023
O -1.103 0.369 -0.170
C 0.030 -0.096 0.089
H -0.088 -0.007 -0.029
C 0.006 -0.016 -0.159
C 0.173 -0.096 -0.098
N 0.126 -0.235 -0.316
H -0.054 0.037 -0.099
C -0.046 -0.142 0.116
C 0.058 0.107 0.300
Se 0.445 -0.166 0.175
C -0.260 0.107 -0.234
O -0.033 0.138 0.224
C 0.039 0.423 -0.009
C -0.040 0.071 0.043
C 0.103 -0.402 0.208
S -0.877 -1.013 1.002
H -0.072 0.075 -0.084
H -0.059 0.047 -0.058
C 0.218 0.179 -0.107
C -0.135 -0.142 0.066
C -0.227 -2.010 0.505
H 0.038 -0.057 -0.044
C 0.564 0.092 -0.645
C 0.419 -0.281 -0.362

Properties
LUMO level (spin up / spin down) ... -3.99 / -5.14 eV
Molecular weight ... 596.442 g mol⁻¹
Highest occupied orbital energy (spin up / spin down) ... -11.110 / -11.293 eV
Total charge ... +1
<S²> ... 3.7937
Spin multiplicity ... 4
Orbital gap (spin up / spin down) ... 7.1 / 6.1 eV
Energy ... -113704.29204 eV

***

2.
The following is a DFT calculation (ωB97M-V with the def2-TZVPD basis set) of the molecule C23H19N3O5 at a distorted geometry.

CARTESIAN COORDINATES (ANGSTROEM)
N1 -3.0749 -1.7329 -0.9893
C1 -2.1219 0.5544 -2.3053
H1 1.3527 -3.2132 3.1235
O1 1.4175 -1.4867 2.1301
N2 0.1055 1.7845 -1.2739
H2 1.6051 3.2145 -1.1472
C2 3.5905 1.5189 1.9430
C3 -1.7938 -1.5790 -1.2387
C4 -1.2752 -0.4559 -1.9285
C5 1.9930 -2.3322 3.1019
H3 5.5818 3.2199 1.2035
C6 1.9914 -0.2964 1.8170
C7 -1.5940 1.7929 -2.9434
C8 1.3494 0.4018 0.7990
H4 0.3044 -5.1985 0.8288
H5 -2.1060 -4.0443 0.3417
C9 -4.4888 1.3547 -2.4322
H6 3.0089 -2.6257 2.8296
C10 1.0320 -3.5063 -0.3406
H7 4.5544 0.2485 3.6477
H8 -5.5976 -1.8980 -0.6504
O2 -2.0712 2.3433 -3.9142
C11 1.8150 1.6261 0.3384
O3 3.8219 -0.3386 3.4121
C12 -3.5169 0.4049 -2.0656
H9 4.5202 4.0183 2.4003
H10 -0.1206 3.1942 -2.7531
N3 -0.4886 2.3330 -2.3357
H11 -7.2771 -0.2048 -1.3344
C13 -6.2259 -0.0484 -1.5287
C14 -0.8904 -2.5890 -0.7319
H12 -6.5528 1.8586 -2.4663
C15 -3.9341 -0.7873 -1.4038
C16 1.1536 2.2914 -0.7622
H13 2.0068 -1.8639 4.0879
H14 -4.1780 2.2531 -2.9420
C17 5.2465 3.2148 2.2451
C18 -5.8134 1.1281 -2.1729
H15 3.3165 3.1417 0.5673
C19 -5.3082 -0.9867 -1.1497
C20 3.1296 0.2704 2.4025
C21 -1.1418 -3.7109 0.0208
H16 2.1002 -3.5699 -0.4097
O4 4.7137 1.9654 2.6069
H17 0.4711 -0.0348 0.3567
C22 0.1113 -4.3043 0.2720
H18 6.1025 3.3702 2.9000
C23 2.9525 2.1909 0.9216
O5 0.4407 -2.4741 -0.9495
H19 -0.2176 -0.4129 -2.1283

Forces on the atoms, in the same order (eV/Å):
N 0.496 -0.462 0.208
C -0.108 -0.617 0.100
H 0.051 0.039 0.010
O -0.031 0.359 -0.175
N 0.387 -0.205 0.760
H -0.056 -0.038 -0.036
C 0.038 -0.158 0.134
C -0.245 0.473 -0.335
C -0.326 0.057 -0.175
C 0.084 -0.351 0.301
H -0.029 -0.003 0.038
C 0.088 0.159 -0.033
C 0.141 0.120 -0.021
C 0.187 0.201 0.016
H 0.114 -0.171 0.092
H -0.239 -0.010 0.040
C -0.309 0.203 -0.061
H -0.064 0.008 0.023
C 0.026 -0.818 0.491
H -0.046 0.001 -0.041
H -0.019 -0.094 0.059
O -0.067 -0.085 0.012
C 0.324 -0.577 0.750
O -0.031 0.021 -0.024
C 0.134 -0.328 0.156
H 0.020 -0.040 -0.016
H -0.188 -0.333 0.075
N 0.347 0.981 -0.516
H -0.067 -0.047 0.028
C 0.030 -0.275 0.119
C -0.506 -1.056 0.708
H -0.025 0.075 -0.032
C -0.030 0.568 -0.294
C -0.438 0.440 -0.757
H -0.002 -0.055 -0.077
H -0.006 0.038 -0.033
C 0.162 0.275 -0.043
C 0.212 0.203 -0.090
H 0.078 0.119 -0.026
C -0.219 0.129 -0.039
C 0.169 0.205 0.002
C -0.030 0.762 -0.489
H 0.137 0.094 -0.063
O -0.467 -0.525 -0.054
H -0.124 -0.126 -0.036
C 0.557 0.219 -0.231
H -0.052 0.050 -0.081
C -0.046 0.050 -0.066
O -0.026 0.500 -0.311
H 0.014 0.025 0.031

Properties
LUMO level ... -0.08 eV
Molecular weight ... 417.421 g mol⁻¹
Highest occupied orbital energy ... -7.864 eV
Total charge ... 0
Orbital gap ... 7.8 eV
Energy ... -38865.41821 eV

***

3.
The following is a DFT calculation (ωB97M-V with the def2-TZVPD basis set) of a structure of composition C23H19N3O6V at a distorted geometry.

CARTESIAN COORDINATES (ANGSTROEM)
C1 -0.2261 2.3687 -1.6908
H1 -1.4097 1.9019 3.6874
C2 -4.2951 -0.6689 1.2925
H2 3.1768 -5.2441 -0.3118
O1 0.6795 -1.5646 0.5559
C3 0.5882 0.4528 -5.3426
O2 -0.2770 1.3715 -0.4411
H3 0.8163 -0.0170 -6.2906
C4 1.8625 -3.5943 0.0514
N1 -1.9770 -0.9366 -0.7848
C5 -5.3580 -0.1112 2.0188
O3 -2.8313 -0.5116 -1.3381
H4 5.2509 -4.0195 0.1856
C6 0.1521 1.7713 -5.3091
C7 -1.4718 1.2242 2.8374
H5 0.9520 -4.1452 -0.1363
H6 1.0860 -1.3102 -4.2135
C8 1.8559 -2.2782 0.4219
C9 -5.1454 0.8591 2.9880
N2 1.8218 0.5734 1.0103
N3 -0.3362 0.9506 2.2652
C10 0.0300 1.6356 -2.8971
C11 4.2579 -2.1752 0.6157
H7 -6.3621 -0.4658 1.8251
H8 -5.9771 1.2573 3.5518
H9 0.5705 2.5452 3.3565
C12 3.1225 -4.2002 -0.0296
C13 0.8610 1.6234 2.8554
C14 1.8014 1.8755 1.7082
H10 3.8007 0.3385 1.3982
O4 -1.9344 -0.7535 0.9202
C15 2.9008 -0.1690 1.0532
H11 -3.6753 2.0355 4.0186
H12 0.0372 2.3325 -6.2255
H13 1.3076 0.9491 3.5880
H14 2.7916 2.1584 2.0627
C16 -0.1250 2.3614 -4.0960
C17 0.4670 0.3138 -2.9627
O5 0.6398 -0.4238 -1.7803
C18 3.0079 -1.5315 0.6920
V1 0.0028 0.0107 0.5011
C19 -3.0355 -0.1953 1.5505
C20 -3.8571 1.2957 3.2487
C21 -2.7789 0.7763 2.5169
O6 -0.4064 3.4729 -1.3823
C22 4.3017 -3.5060 0.2505
H15 -4.4774 -1.4567 0.5754
H16 1.4133 2.6413 1.0383
H17 5.1657 -1.6265 0.8331
H18 0.9580 -1.2954 -2.0366
H19 -0.4668 3.3865 -4.0369
C23 0.7441 -0.2825 -4.1692

Forces on the atoms, in the same order (eV/Å):
C 0.119 0.389 0.282
H -0.050 -0.003 0.011
C -0.367 0.169 0.150
H 0.017 -0.001 0.017
O 0.476 -0.813 -0.042
C 0.060 -0.174 0.083
O -0.263 -0.655 0.441
H -0.010 0.000 0.007
C 0.444 -0.270 -0.005
N 0.096 -0.483 -1.731
C 0.064 -0.133 -0.145
O -0.464 0.026 0.618
H 0.001 0.006 -0.014
C -0.027 0.072 0.005
C 0.070 -0.025 -0.080
H -0.018 0.017 0.007
H 0.017 -0.006 0.000
C -1.089 0.778 -0.035
C 0.110 0.051 0.044
N -0.010 0.064 0.275
N 0.241 0.083 0.095
C -0.073 0.259 -0.262
C -0.093 -0.126 -0.035
H 0.001 -0.001 0.012
H -0.013 0.007 -0.022
H -0.026 0.011 -0.034
C -0.207 -0.028 -0.002
C -0.186 -0.150 0.073
C 0.118 -0.083 -0.108
H 0.049 -0.065 -0.022
O 0.413 0.748 0.182
C -0.070 0.206 -0.035
H -0.006 -0.008 0.006
H -0.013 0.000 0.003
H 0.025 -0.007 -0.012
H 0.049 -0.034 -0.099
C -0.002 0.000 0.134
C 0.074 -0.403 0.564
O -0.037 0.084 -0.335
C 0.417 0.040 0.014
V -0.458 1.071 0.471
C 0.762 -0.428 -0.299
C -0.133 -0.058 -0.025
C -0.187 0.347 0.227
O -0.020 -0.307 -0.079
C 0.038 0.073 0.031
H 0.001 -0.047 0.042
H 0.034 0.011 -0.038
H 0.002 -0.007 0.009
H 0.133 -0.308 -0.023
H 0.028 0.010 -0.028
C -0.039 0.100 -0.293

Properties
LUMO level ... -12.51 eV
Molecular weight ... 484.364 g mol⁻¹
Highest occupied orbital energy ... -17.965 eV
Total charge ... +3
Orbital gap ... 5.5 eV
Energy ... -66571.95585 eV